Entry 1:
# C41H47N2O2P2PdS2SeSi

A structure of composition C41H47N2O2P2PdS2SeSi (ωB97M-V/def2-TZVPD, the Open Molecules 2025 dataset).

Properties
Charge: -1
2S+1: 3
Expectation value of S²: 2.0090
Electronic energy (a.u.): -6148.647044
Maximum force (eV Å⁻¹): 0.60

Geometry as XYZ:
```
99
Properties=species:S:1:pos:R:3:mulliken_charge:R:1
Pd 0.007 0.050 -0.472 1.278
C -3.329 0.081 7.292 -0.667
S -4.901 -0.303 6.505 -0.162
C -4.309 -1.223 5.067 -1.021
C -3.478 -0.407 4.092 0.784
C -3.106 -1.214 2.850 -1.469
N -2.171 -0.499 1.984 0.436
P -0.504 -0.859 1.889 1.334
C -0.017 -0.568 3.615 0.999
C 0.289 0.737 3.992 -0.162
C 0.515 1.041 5.324 -1.082
C 0.457 0.042 6.288 -0.773
C 0.175 -1.263 5.917 -0.815
C -0.067 -1.566 4.582 -0.788
C -0.367 -2.642 1.657 0.399
C 0.819 -3.296 1.985 -0.348
C 0.977 -4.634 1.664 -0.931
C -0.032 -5.325 1.006 -0.425
C -1.203 -4.670 0.660 -0.939
C -1.369 -3.332 0.983 -0.156
P -2.551 0.427 0.570 0.162
C -4.375 0.401 0.580 -0.029
C -5.174 1.261 1.330 -0.216
C -6.555 1.148 1.290 -0.769
C -7.152 0.178 0.497 -0.542
C -6.366 -0.673 -0.267 -0.660
C -4.984 -0.555 -0.229 -0.213
C -2.135 2.125 1.090 1.221
C -1.686 2.988 0.090 -1.024
C -1.250 4.265 0.414 -0.490
C -1.266 4.689 1.734 -0.789
C -1.705 3.833 2.737 -0.771
C -2.131 2.552 2.417 0.068
H -3.549 0.512 8.268 0.391
H -2.738 0.796 6.723 0.146
H -2.738 -0.823 7.440 0.190
H -5.205 -1.614 4.578 0.416
H -3.739 -2.089 5.419 0.363
H -2.556 -0.077 4.576 -0.630
H -4.030 0.491 3.801 0.174
H -4.015 -1.472 2.297 0.541
H -2.650 -2.165 3.140 0.752
H 0.344 1.511 3.236 0.637
H 0.750 2.059 5.609 0.463
H 0.642 0.280 7.329 0.385
H 0.140 -2.049 6.661 0.449
H -0.286 -2.585 4.288 0.407
H 1.630 -2.746 2.447 0.447
H 1.908 -5.132 1.902 0.387
H 0.111 -6.361 0.731 0.399
H -1.978 -5.190 0.112 0.385
H -2.273 -2.812 0.681 0.176
H -4.715 2.029 1.941 0.353
H -7.168 1.821 1.877 0.436
H -8.231 0.094 0.465 0.373
H -6.827 -1.419 -0.901 0.418
H -4.368 -1.201 -0.846 0.426
H -1.619 2.635 -0.935 0.230
H -0.865 4.905 -0.369 0.396
H -0.912 5.681 1.989 0.372
H -1.699 4.157 3.770 0.420
H -2.426 1.867 3.202 0.285
O 2.339 -0.357 1.928 -0.453
C 2.490 0.671 1.290 -0.176
C 3.723 1.561 1.435 -0.854
C 3.470 2.696 0.461 -0.571
C 2.098 2.370 -0.125 -0.923
O 1.526 3.084 -0.929 -0.622
N 1.617 1.200 0.379 1.376
H 4.600 0.955 1.208 0.307
H 3.804 1.877 2.477 0.290
H 4.183 2.744 -0.362 0.251
H 3.433 3.684 0.920 0.251
S 1.825 -1.454 -1.112 -0.420
C 1.274 -3.013 -1.711 0.719
C 2.128 -4.113 -1.562 -0.560
C 1.790 -5.361 -2.059 -0.679
C 0.574 -5.558 -2.699 -0.429
C -0.289 -4.478 -2.837 -0.820
C 0.052 -3.224 -2.358 -0.414
H 3.071 -3.972 -1.047 0.412
H 2.481 -6.188 -1.934 0.357
H 0.305 -6.534 -3.086 0.366
H -1.243 -4.608 -3.337 0.414
H -0.615 -2.384 -2.495 0.230
C -0.154 1.001 -5.901 -1.170
Si 0.333 1.470 -4.139 0.538
C 2.139 1.043 -3.894 -0.763
C 0.080 3.324 -3.963 -0.886
Se -1.060 0.333 -2.782 -0.669
H 0.377 1.619 -6.631 0.332
H -1.225 1.131 -6.060 0.276
H 0.088 -0.045 -6.097 0.266
H 2.742 1.566 -4.643 0.353
H 2.307 -0.030 -3.985 0.216
H 2.472 1.347 -2.904 0.032
H 0.480 3.852 -4.835 0.418
H 0.586 3.675 -3.068 0.119
H -0.983 3.560 -3.883 0.257
```

Entry 2:
# C25H21I2N3OSbSe4Tc

A structure of composition C25H21I2N3OSbSe4Tc at a distorted geometry (ωB97M-V/def2-TZVPD, the Open Molecules 2025 dataset).

Properties
Charge: +2
2S+1: 1
Electronic energy (a.u.): -11726.393918
Maximum force (eV Å⁻¹): 1.68

Geometry as XYZ:
```
58
Properties=species:S:1:pos:R:3:mulliken_charge:R:1
Tc 0.289 0.114 -0.252 0.538
I -5.524 -4.944 -1.174 0.165
C -3.977 -3.520 -1.288 -0.676
C -3.794 -2.782 -2.450 -0.199
C -2.805 -1.822 -2.477 -0.334
I -2.417 -0.716 -4.236 0.129
C -1.985 -1.561 -1.358 0.830
O -1.165 -0.535 -1.379 0.000
C -2.120 -2.392 -0.226 -0.005
C -1.093 -2.387 0.882 -0.809
N -0.685 -1.065 1.398 -0.035
C 0.310 -1.237 2.478 -0.726
C 1.363 -0.157 2.490 0.436
C 2.184 0.018 3.596 -0.958
C 3.146 1.015 3.574 -0.413
C 3.236 1.821 2.447 -0.978
C 2.400 1.573 1.379 -0.412
N 1.496 0.580 1.374 0.696
C -3.124 -3.342 -0.203 -0.855
H -4.410 -2.958 -3.320 0.420
H -0.188 -2.876 0.493 0.336
H -1.470 -2.998 1.711 0.510
H -1.517 -0.621 1.796 0.279
H 0.818 -2.198 2.333 0.375
H -0.170 -1.278 3.460 0.571
H 2.066 -0.617 4.459 0.520
H 3.797 1.167 4.420 0.453
H 3.948 2.627 2.393 0.499
H 2.437 2.190 0.490 0.563
H -3.242 -3.963 0.671 0.459
Se -4.604 1.521 -1.351 -0.045
Sb -2.262 4.628 -0.638 0.618
Se -1.219 1.999 0.186 -0.072
Se -2.509 1.678 -1.871 0.077
Se -0.393 5.785 -1.425 -0.166
C 2.461 -3.308 -2.852 -0.615
C 2.461 -3.035 -1.494 -0.801
C 2.258 -1.740 -1.042 -0.086
C 2.015 -0.708 -1.960 0.078
C 2.023 -0.988 -3.331 -0.416
C 2.257 -2.280 -3.765 -0.760
N 1.652 0.567 -1.489 0.752
C 2.390 1.642 -1.946 -0.896
C 1.792 2.887 -2.184 0.527
C 2.564 3.955 -2.598 -0.739
C 3.936 3.806 -2.752 -0.596
C 4.539 2.578 -2.514 -0.966
C 3.776 1.498 -2.128 0.369
H 2.638 -4.315 -3.198 0.463
H 2.654 -3.820 -0.778 0.526
H 2.415 -1.503 0.008 0.485
H 1.848 -0.187 -4.034 0.568
H 2.282 -2.483 -4.824 0.468
H 0.720 2.981 -2.082 0.080
H 2.089 4.905 -2.805 0.340
H 4.537 4.646 -3.068 0.428
H 5.605 2.462 -2.637 0.441
H 4.239 0.542 -1.935 0.561
```

Entry 3:
# C17H36N2O10

A cluster of 3 separate species, C17H36N2O10 in total (ωB97M-V/def2-TZVPD, the Open Molecules 2025 dataset).

Properties
2S+1: 1
Electronic energy (a.u.): -1530.976665
SMILES: N#COOC(=O)OCCCN.COCCOCCOC.COCCOCCOC
Maximum force (eV Å⁻¹): 0.68

Geometry as XYZ:
```
65
Properties=species:S:1:pos:R:3:mulliken_charge:R:1
N -0.557 -1.148 -1.072 -0.483
C -0.832 -1.713 -0.106 0.704
O -0.999 -2.332 1.023 -0.290
O -2.174 -1.795 1.698 -0.140
C -1.729 -0.690 2.448 0.647
O -2.125 0.398 2.203 -0.405
O -0.942 -1.115 3.413 -0.365
C -0.064 -0.148 4.029 -0.532
C 1.269 -0.031 3.281 -0.400
C 1.643 1.361 2.766 -0.322
N 0.510 2.089 2.178 -0.448
H 0.126 -0.559 5.018 0.308
H -0.564 0.808 4.167 0.331
H 1.299 -0.765 2.474 0.244
H 2.058 -0.334 3.974 0.353
H 2.112 1.945 3.562 0.305
H 2.395 1.226 1.986 0.058
H 0.803 2.566 1.337 0.222
H 0.157 2.791 2.814 0.199
C 7.667 2.648 -0.072 -0.773
O 7.354 1.277 0.021 -0.279
C 6.672 0.935 1.214 -0.568
C 5.716 -0.216 0.998 -0.431
O 4.534 0.120 0.290 -0.291
C 4.630 0.364 -1.106 -0.440
C 4.881 -0.866 -1.946 -0.607
O 6.229 -1.293 -1.849 -0.275
C 6.387 -2.684 -2.016 -0.776
H 8.430 2.936 0.661 0.325
H 8.057 2.826 -1.072 0.236
H 6.776 3.269 0.074 0.340
H 6.113 1.797 1.597 0.335
H 7.410 0.637 1.971 0.385
H 5.367 -0.528 1.986 0.423
H 6.225 -1.069 0.547 0.157
H 5.361 1.143 -1.326 0.178
H 3.645 0.746 -1.386 0.410
H 4.661 -0.622 -2.994 0.395
H 4.201 -1.664 -1.626 0.360
H 5.730 -3.242 -1.338 0.343
H 7.421 -2.926 -1.777 0.233
H 6.180 -2.990 -3.047 0.323
C -9.033 -1.343 -2.117 -0.774
O -7.871 -0.576 -2.325 -0.272
C -7.999 0.767 -1.893 -0.550
C -6.682 1.323 -1.400 -0.348
O -6.276 0.840 -0.132 -0.466
C -5.761 -0.480 -0.050 -0.398
C -4.373 -0.651 -0.622 -0.217
O -4.397 -0.665 -2.038 -0.382
C -3.220 -0.147 -2.626 -0.715
H -9.850 -1.020 -2.772 0.329
H -8.786 -2.378 -2.348 0.230
H -9.365 -1.286 -1.074 0.338
H -8.741 0.843 -1.089 0.349
H -8.340 1.380 -2.739 0.384
H -6.828 2.397 -1.253 0.395
H -5.898 1.197 -2.149 0.134
H -6.453 -1.207 -0.480 0.144
H -5.693 -0.682 1.022 0.388
H -3.971 -1.609 -0.264 0.228
H -3.730 0.156 -0.251 0.318
H -2.988 0.850 -2.232 0.322
H -3.416 -0.060 -3.695 0.282
H -2.361 -0.800 -2.471 0.289
```

Entry 4:
# C2H8AlAsN2O4S5

A structure of composition C2H8AlAsN2O4S5 (ωB97M-V/def2-TZVPD, the Open Molecules 2025 dataset).

Properties
Charge: -2
2S+1: 1
Electronic energy (a.u.): -4960.970249
Maximum force (eV Å⁻¹): 0.35

Geometry as XYZ:
```
23
Properties=species:S:1:pos:R:3:mulliken_charge:R:1
Al -0.499 -0.665 -0.038 0.451
N -0.562 1.475 0.199 -0.353
C 0.448 2.256 0.945 -0.135
C 1.338 3.099 0.042 -0.622
N 1.704 2.388 -1.176 -0.462
H -0.832 1.941 -0.662 0.308
H -1.409 1.406 0.754 0.364
H 1.058 1.558 1.518 -0.156
H -0.039 2.931 1.656 0.229
H 2.197 3.393 0.662 0.335
H 0.812 4.019 -0.250 0.379
H 2.066 1.462 -0.944 0.106
H 2.438 2.886 -1.665 0.216
O -3.861 -1.667 -0.069 -0.698
S -2.714 -1.592 -0.948 1.178
O -2.975 -1.994 -2.311 -0.678
O -2.115 -0.165 -0.892 -0.422
O -1.497 -2.299 -0.352 -0.416
S -0.052 -0.868 2.216 -0.457
As 2.172 -1.333 2.261 0.170
S 1.433 -0.936 -1.174 -0.345
S 2.306 -2.273 0.172 -0.311
S 3.277 0.510 2.137 -0.680
```

Entry 5:
# C6H13NO

A cluster of 2 separate species, C6H13NO in total at a distorted geometry (ωB97M-V/def2-TZVPD, the Open Molecules 2025 dataset).

Properties
Charge: -1
2S+1: 2
Expectation value of S²: 0.7754
Electronic energy (a.u.): -366.321425
Maximum force (eV Å⁻¹): 2.10

Geometry as XYZ:
```
21
Properties=species:S:1:pos:R:3:mulliken_charge:R:1
C -1.220 0.400 -1.119 -1.536
N 0.935 1.743 0.336 -0.384
C 0.987 0.349 0.095 0.082
C 0.087 -0.298 -0.745 1.078
C 0.254 -1.641 -1.241 -0.409
C -0.615 -2.414 -1.984 -1.112
C 1.930 -0.401 1.007 -1.584
H -2.026 -0.287 -1.286 0.344
H -1.463 1.098 -0.308 0.279
H -1.086 0.913 -2.072 0.244
H 0.352 2.278 -0.281 0.163
H 1.527 2.198 1.009 0.127
H 1.292 -1.950 -1.129 0.230
H -0.271 -3.338 -2.418 0.218
H -1.649 -2.154 -2.160 0.221
H 2.955 -0.497 0.597 0.256
H 1.975 -0.083 2.060 0.408
H 1.563 -1.392 1.011 0.407
H -2.764 1.398 2.334 0.313
H -1.239 0.976 2.092 0.383
O -1.864 1.405 2.713 -0.727
```

Entry 6:
# C3H7NO3S

An isolated molecule of C3H7NO3S at a distorted geometry (ωB97M-V/def2-TZVPD, the Open Molecules 2025 dataset).

Properties
2S+1: 1
Electronic energy (a.u.): -797.031807
Maximum force (eV Å⁻¹): 3.91

Geometry as XYZ:
```
15
Properties=species:S:1:pos:R:3:mulliken_charge:R:1
C -0.994 0.300 -0.692 -0.616
C -0.822 -1.188 -0.275 -0.366
C 0.576 -0.232 1.212 -0.102
N -0.550 1.178 0.256 -0.660
O 1.800 -0.515 -1.302 -0.521
O 1.968 1.518 0.149 -0.479
O -0.289 -1.204 1.032 -0.360
S 2.122 -0.025 0.044 0.531
H -0.255 0.386 -1.424 0.431
H -1.999 0.417 -0.936 0.412
H -1.772 -1.784 -0.472 0.374
H -0.216 -1.569 -1.011 0.304
H 0.733 -0.214 2.305 0.367
H 0.971 1.618 0.208 0.473
H -1.275 1.314 0.907 0.214
```

Entry 7:
# C13H15N3O2

An isolated molecule of C13H15N3O2 (ωB97M-V/def2-TZVPD, the Open Molecules 2025 dataset).

Properties
2S+1: 1
Electronic energy (a.u.): -819.116808
SMILES: CCC(=O)c1ccc(OCCn2cncn2)cc1
Maximum force (eV Å⁻¹): 0.92

Geometry as XYZ:
```
33
Properties=species:S:1:pos:R:3:mulliken_charge:R:1
C -5.982 0.224 -0.920 -1.345
C -4.550 -0.266 -0.747 -0.466
C -3.732 0.681 0.111 0.675
O -4.221 1.666 0.619 -0.639
C -2.297 0.352 0.296 0.299
C -1.501 1.275 0.984 -0.716
C -0.162 1.047 1.185 -0.414
C 0.430 -0.124 0.706 0.838
O 1.759 -0.255 0.953 -0.328
C 2.451 -1.375 0.452 -0.450
C 3.934 -1.172 0.776 -1.016
N 4.466 -0.032 0.086 0.788
C 4.642 0.169 -1.234 0.054
N 5.118 1.370 -1.448 -0.623
C 5.220 1.889 -0.208 -0.186
N 4.836 1.072 0.742 -0.900
C -0.353 -1.056 0.031 -0.718
C -1.699 -0.814 -0.172 -0.613
H -5.989 1.201 -1.396 0.318
H -6.464 0.320 0.049 0.317
H -6.552 -0.471 -1.531 0.395
H -4.546 -1.250 -0.271 0.370
H -4.062 -0.360 -1.720 0.398
H -1.969 2.176 1.350 0.441
H 0.459 1.757 1.708 0.434
H 2.312 -1.460 -0.635 0.445
H 2.098 -2.299 0.931 0.423
H 4.493 -2.072 0.500 0.438
H 4.049 -0.973 1.843 0.307
H 4.430 -0.562 -1.987 0.383
H 5.585 2.876 -0.015 0.430
H 0.074 -1.975 -0.340 0.356
H -2.278 -1.558 -0.698 0.307
```